Here is a structure of composition C27H20Br2F5FeN3O5P from the OMol25 dataset. Energies are from the ωB97M-V functional and the def2-TZVPD basis.

Geometry as XYZ:
```
64
Properties=species:S:1:pos:R:3:lowdin_spin:R:1
Fe 0.72 0.12 0.31 0.9615
Br -3.57 2.10 -1.55 -0.0009
C -2.05 2.95 -0.84 -0.0046
C -2.01 4.36 -0.81 0.0015
C -0.94 5.03 -0.29 -0.0048
Br -0.95 6.92 -0.27 -0.0008
C 0.17 4.32 0.23 0.0005
C 1.31 4.87 0.85 -0.0046
C 2.28 4.04 1.33 0.0006
C 2.14 2.65 1.19 -0.0065
N 1.11 2.11 0.59 -0.0076
C 0.11 2.92 0.15 0.0021
C -1.00 2.20 -0.36 0.0074
O -0.93 0.90 -0.31 0.0455
H -2.85 4.91 -1.21 0.0002
H 1.40 5.94 0.94 -0.0003
H 3.16 4.43 1.82 0.0001
H 2.90 1.98 1.56 -0.0004
O 0.65 0.08 2.14 0.0033
C 0.66 -0.97 2.94 -0.0008
C 0.55 -0.72 4.32 0.0036
C 0.52 -1.74 5.23 -0.0009
C 0.60 -3.08 4.82 0.0066
C 0.72 -3.34 3.47 -0.0012
C 0.75 -2.31 2.52 0.0047
C 0.88 -2.63 1.11 0.0043
N 0.65 -1.80 0.11 0.0023
C 0.87 -2.49 -1.07 -0.0001
C 1.23 -3.75 -0.77 0.0069
N 1.23 -3.83 0.61 -0.0008
H 0.49 0.32 4.63 0.0000
H 0.43 -1.51 6.29 -0.0002
H 0.57 -3.88 5.54 0.0004
H 0.76 -4.38 3.15 -0.0003
H 0.74 -2.02 -2.03 -0.0001
H 1.47 -4.60 -1.39 0.0005
H 1.50 -4.62 1.16 -0.0001
F 1.95 0.78 -2.18 0.0003
C 2.97 0.45 -1.34 -0.0035
C 2.64 0.02 -0.07 -0.0143
C 3.70 -0.31 0.74 0.0023
F 3.50 -0.75 2.00 -0.0005
C 5.02 -0.20 0.32 -0.0004
F 6.03 -0.54 1.14 -0.0003
C 5.30 0.26 -0.95 0.0016
F 6.56 0.38 -1.36 0.0006
C 4.26 0.60 -1.80 -0.0017
F 4.52 1.05 -3.03 -0.0010
C -2.92 -2.02 -2.23 0.0000
O -2.01 -1.63 -1.20 -0.0001
P -2.46 -1.57 0.35 -0.0002
O -3.91 -0.85 0.12 0.0002
C -4.60 -0.43 1.29 0.0000
O -3.00 -3.12 0.54 0.0000
C -2.47 -3.88 1.62 0.0000
H -2.33 -2.14 -3.14 0.0000
H -3.67 -1.26 -2.39 0.0000
H -3.40 -2.97 -1.98 0.0000
H -5.51 0.06 0.97 0.0000
H -4.00 0.28 1.87 0.0000
H -4.86 -1.28 1.92 0.0000
H -3.28 -4.47 2.05 0.0000
H -2.04 -3.24 2.39 -0.0001
H -1.70 -4.57 1.26 0.0000
```

ΔE to the lowest compared entry with this formula, charge and spin ... 30.29 kcal per mole
E ... -8833.8320 Ha
Total charge ... 0
Multiplicity ... 2

Here is a structure of composition C27H20Cl5N7Na from the OMol25 dataset. Energies are from the ωB97M-V functional and the def2-TZVPD basis.

Geometry as XYZ:
```
60
Properties=species:S:1:pos:R:3:nbo_charge:R:1
Na -0.26 -1.15 0.11 0.8360
C 2.79 -1.06 1.24 -0.1947
C 2.03 -2.08 2.09 -0.4630
C 0.98 -1.44 2.97 0.2380
C 0.90 -1.71 4.33 -0.2589
C -0.08 -1.08 5.08 -0.1654
C -0.93 -0.18 4.46 -0.2616
C -0.78 0.03 3.10 0.0577
N 0.14 -0.60 2.37 -0.4714
N 2.02 -0.54 0.11 -0.4635
C 2.25 -1.33 -1.10 -0.2784
C 1.54 -0.80 -2.32 0.2257
C 2.20 -0.71 -3.54 -0.2553
C 1.53 -0.17 -4.63 -0.1653
C 0.22 0.25 -4.46 -0.2615
C -0.37 0.07 -3.22 0.0769
N 0.27 -0.45 -2.18 -0.4663
C 2.17 0.89 -0.13 -0.2567
C 0.91 1.58 -0.58 0.2588
C 1.06 2.41 -1.83 -0.3565
C 0.32 3.49 -2.29 -0.1541
C -0.65 3.74 -1.40 -0.6678
C -1.27 2.22 0.09 -0.2666
N -0.18 1.37 0.18 -0.5239
H 3.06 -0.22 1.88 0.1975
H 3.73 -1.52 0.89 0.1757
H 1.52 -2.79 1.43 0.2642
H 2.74 -2.64 2.70 0.2089
H 1.59 -2.40 4.80 0.2132
H -0.17 -1.28 6.14 0.2100
H -1.69 0.35 5.02 0.2188
H -1.40 0.73 2.56 0.2186
H 3.33 -1.38 -1.32 0.1694
H 1.88 -2.34 -0.91 0.2541
H 3.22 -1.06 -3.64 0.2146
H 2.02 -0.08 -5.59 0.2117
H -0.33 0.71 -5.27 0.2194
H -1.40 0.37 -3.05 0.2080
H 2.41 1.38 0.82 0.2200
H 2.98 1.11 -0.84 0.1805
H 1.90 2.07 -2.44 0.1863
H 0.48 4.01 -3.23 0.2156
H -1.29 4.78 -0.01 0.0056
H -0.72 3.82 0.69 -0.0813
Cl -1.44 3.56 -0.28 1.6023
C -2.80 3.70 -0.06 -0.8075
C -2.64 1.54 0.48 0.0087
C -3.29 0.64 -0.30 -0.1590
Cl -2.67 -0.88 -0.83 0.0270
C -4.63 1.06 -0.66 -0.0776
Cl -5.69 0.07 -1.58 0.0328
C -4.91 2.30 -0.22 -0.0889
Cl -6.39 3.13 -0.36 0.0425
C -3.77 2.85 0.54 -0.0489
Cl -4.13 3.46 2.18 -0.0697
N -0.09 -3.32 -0.02 -0.7175
C 0.06 -4.49 0.02 0.5609
N 0.23 -5.74 -0.09 -0.7088
C 0.59 -6.68 0.72 0.4530
N 0.92 -7.59 1.36 -0.5225
```

ΔE to the lowest compared entry with this formula, charge and spin ... 593.35 kcal per mole
E ... -3886.6171 Ha
Total charge ... -1
Multiplicity ... 1

Here is a structure of composition C27H20Cl5O4RhS2 from the OMol25 dataset. Energies are from the ωB97M-V functional and the def2-TZVPD basis.

Geometry as XYZ:
```
59
Properties=species:S:1:pos:R:3:nbo_charge:R:1
Rh -0.21 0.42 0.41 0.8950
Cl -2.95 -3.30 6.01 0.0496
C -2.28 -2.75 4.52 -0.1255
C -1.67 -1.50 4.45 -0.0586
Cl -1.55 -0.49 5.84 0.0575
C -1.14 -1.07 3.24 -0.1653
Cl -0.33 0.45 3.10 0.0866
C -1.18 -1.84 2.08 0.3901
O -0.68 -1.46 0.94 -0.7229
C -1.79 -3.11 2.18 -0.1351
Cl -1.82 -4.09 0.77 0.0473
C -2.32 -3.55 3.38 -0.0586
Cl -3.05 -5.11 3.46 0.0576
O -0.18 2.44 -0.22 -0.6842
C -1.35 2.69 0.24 0.7567
O -2.01 1.75 0.76 -0.6430
C -1.90 4.06 0.16 -0.1237
C -1.15 5.07 -0.44 -0.1719
C -1.66 6.36 -0.50 -0.2223
C -2.90 6.64 0.05 -0.1825
C -3.64 5.63 0.65 -0.2199
C -3.14 4.34 0.70 -0.1658
H -0.18 4.84 -0.86 0.2282
H -1.08 7.15 -0.96 0.2171
H -3.29 7.65 0.02 0.2163
H -4.61 5.85 1.08 0.2187
H -3.71 3.54 1.16 0.2360
C 1.96 -5.70 0.61 -0.6333
C 2.12 -4.21 0.59 0.0122
C 2.13 -3.50 -0.61 -0.1948
C 2.23 -2.12 -0.63 -0.2201
C 2.34 -1.44 0.58 -0.2135
C 2.36 -2.12 1.79 -0.2274
C 2.25 -3.50 1.78 -0.1992
S 2.27 0.35 0.66 1.3957
C 3.67 0.73 -0.39 -0.7999
O 2.62 0.76 2.03 -0.9285
H 1.79 -6.10 -0.39 0.2173
H 1.11 -5.99 1.23 0.2314
H 2.85 -6.19 1.02 0.2229
H 2.03 -4.04 -1.55 0.2166
H 2.19 -1.59 -1.57 0.2272
H 2.44 -1.56 2.71 0.2476
H 2.25 -4.04 2.72 0.2180
H 4.49 0.13 0.00 0.2595
H 3.87 1.79 -0.28 0.2569
H 3.45 0.49 -1.42 0.2529
S -0.70 -0.68 -1.58 0.1016
C -0.20 0.10 -3.06 -0.2258
C 0.00 1.48 -3.20 -0.2532
C 0.33 2.00 -4.44 -0.1878
C 0.45 1.17 -5.55 -0.2346
C 0.27 -0.20 -5.41 -0.2187
C -0.05 -0.73 -4.17 -0.1851
H -0.09 2.11 -2.34 0.2381
H 0.48 3.07 -4.55 0.2105
H 0.68 1.59 -6.52 0.2127
H 0.38 -0.85 -6.26 0.2140
H -0.19 -1.80 -4.05 0.2097
```

ΔE to the lowest compared entry with this formula, charge and spin ... 21.32 kcal per mole
E ... -4549.7087 Ha
Total charge ... 0
Multiplicity ... 1

Here is a structure of composition C27H20ClN5O3PdS from the OMol25 dataset. Energies are from the ωB97M-V functional and the def2-TZVPD basis.

Geometry as XYZ:
```
58
Properties=species:S:1:pos:R:3:lowdin_spin:R:1
Pd -0.25 -0.48 -0.27 0.6626
Cl -5.22 -1.04 4.82 0.0015
C -3.78 -1.10 3.85 0.0051
C -2.99 -2.27 3.86 -0.0005
C -1.86 -2.35 3.10 0.0080
C -1.44 -1.27 2.27 0.0045
O -0.33 -1.38 1.61 0.1021
C -2.25 -0.10 2.28 0.0051
C -1.91 1.08 1.55 0.0004
N -1.01 1.18 0.62 0.0028
C -0.70 2.41 0.00 0.0004
C -0.80 3.64 0.59 0.0000
C -0.48 4.81 -0.14 0.0004
C -0.05 4.73 -1.43 0.0007
C 0.10 3.47 -2.06 0.0020
C 0.57 3.30 -3.38 -0.0026
C 0.69 2.05 -3.90 0.0023
C 0.34 0.94 -3.11 0.0027
N -0.09 1.07 -1.87 0.0579
C -0.22 2.31 -1.33 0.0046
C -3.41 -0.04 3.09 -0.0002
H -3.29 -3.10 4.48 0.0000
H -1.24 -3.23 3.10 0.0003
H -2.47 1.98 1.80 0.0001
H -1.12 3.73 1.62 0.0000
H -0.58 5.77 0.35 0.0000
H 0.21 5.63 -1.98 0.0001
H 0.84 4.18 -3.96 -0.0001
H 1.04 1.89 -4.91 0.0004
H 0.41 -0.07 -3.49 0.0007
H -4.01 0.87 3.09 -0.0001
O -2.18 -1.02 -0.92 0.0844
N -2.31 -2.27 -1.38 0.0045
C -3.57 -2.69 -1.63 0.0027
C -3.80 -3.94 -2.13 0.0008
C -2.71 -4.78 -2.38 -0.0010
C -1.44 -4.33 -2.11 -0.0012
C -1.23 -3.04 -1.60 -0.0050
S 0.37 -2.46 -1.25 -0.0275
H -4.33 -1.96 -1.40 0.0004
H -4.81 -4.25 -2.33 0.0001
H -2.86 -5.77 -2.77 -0.0001
H -0.57 -4.95 -2.28 -0.0002
N 6.88 -0.03 0.76 -0.0001
C 5.90 0.61 1.44 -0.0003
O 6.11 1.37 2.37 -0.0004
C 4.48 0.35 0.98 -0.0026
C 3.47 0.49 1.92 0.0028
C 2.16 0.28 1.53 0.0027
N 1.84 -0.02 0.27 0.0697
C 2.81 -0.15 -0.64 0.0040
C 4.14 0.02 -0.32 0.0030
H 7.82 0.10 1.08 0.0000
H 6.68 -0.79 0.13 0.0000
H 3.71 0.76 2.94 0.0004
H 1.34 0.35 2.23 0.0004
H 2.50 -0.40 -1.65 0.0005
H 4.89 -0.07 -1.10 0.0005
```

ΔE to the lowest compared entry with this formula, charge and spin ... 0.00 kcal per mole
E ... -2526.4618 Ha
Total charge ... +1
Multiplicity ... 2

Which of these has the highest E? C27H20ClN5O3PdS

What did the third record say?
Here is a structure of composition C27H20Cl5O4RhS2 from the OMol25 dataset. Energies are from the ωB97M-V functional and the def2-TZVPD basis.

Geometry as XYZ:
```
59
Properties=species:S:1:pos:R:3:nbo_charge:R:1
Rh -0.21 0.42 0.41 0.8950
Cl -2.95 -3.30 6.01 0.0496
C -2.28 -2.75 4.52 -0.1255
C -1.67 -1.50 4.45 -0.0586
Cl -1.55 -0.49 5.84 0.0575
C -1.14 -1.07 3.24 -0.1653
Cl -0.33 0.45 3.10 0.0866
C -1.18 -1.84 2.08 0.3901
O -0.68 -1.46 0.94 -0.7229
C -1.79 -3.11 2.18 -0.1351
Cl -1.82 -4.09 0.77 0.0473
C -2.32 -3.55 3.38 -0.0586
Cl -3.05 -5.11 3.46 0.0576
O -0.18 2.44 -0.22 -0.6842
C -1.35 2.69 0.24 0.7567
O -2.01 1.75 0.76 -0.6430
C -1.90 4.06 0.16 -0.1237
C -1.15 5.07 -0.44 -0.1719
C -1.66 6.36 -0.50 -0.2223
C -2.90 6.64 0.05 -0.1825
C -3.64 5.63 0.65 -0.2199
C -3.14 4.34 0.70 -0.1658
H -0.18 4.84 -0.86 0.2282
H -1.08 7.15 -0.96 0.2171
H -3.29 7.65 0.02 0.2163
H -4.61 5.85 1.08 0.2187
H -3.71 3.54 1.16 0.2360
C 1.96 -5.70 0.61 -0.6333
C 2.12 -4.21 0.59 0.0122
C 2.13 -3.50 -0.61 -0.1948
C 2.23 -2.12 -0.63 -0.2201
C 2.34 -1.44 0.58 -0.2135
C 2.36 -2.12 1.79 -0.2274
C 2.25 -3.50 1.78 -0.1992
S 2.27 0.35 0.66 1.3957
C 3.67 0.73 -0.39 -0.7999
O 2.62 0.76 2.03 -0.9285
H 1.79 -6.10 -0.39 0.2173
H 1.11 -5.99 1.23 0.2314
H 2.85 -6.19 1.02 0.2229
H 2.03 -4.04 -1.55 0.2166
H 2.19 -1.59 -1.57 0.2272
H 2.44 -1.56 2.71 0.2476
H 2.25 -4.04 2.72 0.2180
H 4.49 0.13 0.00 0.2595
H 3.87 1.79 -0.28 0.2569
H 3.45 0.49 -1.42 0.2529
S -0.70 -0.68 -1.58 0.1016
C -0.20 0.10 -3.06 -0.2258
C 0.00 1.48 -3.20 -0.2532
C 0.33 2.00 -4.44 -0.1878
C 0.45 1.17 -5.55 -0.2346
C 0.27 -0.20 -5.41 -0.2187
C -0.05 -0.73 -4.17 -0.1851
H -0.09 2.11 -2.34 0.2381
H 0.48 3.07 -4.55 0.2105
H 0.68 1.59 -6.52 0.2127
H 0.38 -0.85 -6.26 0.2140
H -0.19 -1.80 -4.05 0.2097
```

ΔE to the lowest compared entry with this formula, charge and spin ... 21.32 kcal per mole
E ... -4549.7087 Ha
Total charge ... 0
Multiplicity ... 1

What is the E in the fourth record? -2526.4618 Ha